Formula: C26H17AsN2O6S3Tc
Source: the Open Molecules 2025 dataset
Level of theory: ωB97M-V/def2-TZVPD

The geometry in XYZ format:
```
56
Properties=species:S:1:pos:R:3:forces:R:3
Tc 1.2683 -0.8499 -0.2393 0.0658 -0.2248 -0.2421
O 4.0441 -0.6459 -1.6605 0.1034 0.1101 0.0006
As 2.9403 -0.3679 -3.0368 -0.0739 -0.0104 0.0850
O 1.4593 -0.8131 -2.1348 0.1274 -0.0141 -0.1217
O 1.9638 -2.2432 0.1787 -0.1006 0.1400 0.2504
C 2.7413 1.5863 -3.0021 -0.1337 0.0337 -0.0686
C 3.2451 2.1583 -4.1645 0.0012 0.0003 0.0031
C 3.1239 3.5198 -4.4269 0.0043 -0.0005 0.0026
C 2.4653 4.3387 -3.5307 0.0004 0.0077 0.0013
C 1.9497 3.8014 -2.3585 0.0240 -0.0121 0.0177
C 2.0884 2.4442 -2.1055 0.0375 0.0150 0.0477
S 1.4470 1.9148 -0.5565 -0.1443 0.0131 0.1906
O 0.2018 1.1155 -0.7128 -0.0659 0.0247 0.0424
O 1.3293 3.0372 0.3105 0.1068 -0.0095 0.0758
O 2.4040 0.8450 -0.0290 0.0701 0.0126 -0.1671
H 4.8885 -1.0071 -1.9576 -0.0697 -0.0830 0.0201
H 3.7439 1.5298 -4.8947 -0.0078 -0.0070 0.0001
H 3.5402 3.9305 -5.3368 -0.0045 -0.0010 -0.0018
H 2.3553 5.3957 -3.7293 0.0033 0.0002 0.0036
H 1.4580 4.4336 -1.6330 0.0004 0.0093 -0.0077
S 2.5579 1.7148 4.8956 -0.0094 -0.0006 0.0013
C 2.5396 2.2110 6.5047 0.0263 0.0202 0.0214
C 1.3728 1.8476 7.1894 -0.0289 -0.0231 -0.0287
C 0.4974 1.1611 6.3822 -0.0164 0.0176 0.0709
C 0.9831 0.9861 5.0652 0.0146 -0.0185 -0.0899
C 0.3351 0.3294 3.9826 0.0089 0.0272 0.0057
C 0.9884 0.2071 2.7219 -0.0187 0.0919 -0.0225
N 0.4233 -0.3799 1.7047 0.0848 -0.1914 -0.1105
C -0.8398 -0.8912 1.8128 -0.0204 0.0050 -0.0352
C -1.5726 -0.8150 3.0130 -0.0386 -0.0005 0.0208
C -2.9130 -1.3409 3.0406 0.0225 0.0071 0.0139
C -3.4738 -1.8533 1.9260 0.0045 0.0042 -0.0341
C -2.7512 -1.8972 0.6802 -0.0372 -0.0098 0.0268
C -3.3180 -2.3215 -0.5278 -0.0116 -0.0055 0.0012
C -2.5955 -2.2748 -1.7110 0.0041 -0.0118 -0.0231
C -1.2433 -1.8341 -1.6287 0.0569 -0.1598 0.0304
N -0.6929 -1.4804 -0.4962 0.0419 0.1128 -0.0174
C -1.4241 -1.4585 0.6597 -0.0223 0.1365 0.0106
C -3.1341 -2.6605 -2.9940 0.0062 -0.0007 0.0322
C -2.5518 -2.5017 -4.2353 0.0174 0.0063 -0.0182
C -3.3594 -2.9781 -5.2834 -0.0010 0.0019 0.0235
C -4.5409 -3.4960 -4.8278 0.0053 -0.0060 -0.0330
S -4.6818 -3.4066 -3.1398 -0.0226 0.0018 0.0227
C -0.9584 -0.2060 4.0977 -0.0151 0.0081 0.0061
H 3.3782 2.7581 6.9123 0.0027 -0.0023 -0.0094
H 1.2028 2.0888 8.2278 -0.0045 -0.0022 -0.0011
H -0.4594 0.7894 6.7164 0.0046 0.0024 0.0070
H 1.9775 0.6154 2.5434 0.0079 -0.0237 -0.0019
H -3.4675 -1.2990 3.9688 0.0009 -0.0049 -0.0007
H -4.4892 -2.2268 1.9446 0.0010 0.0000 -0.0001
H -4.3469 -2.6604 -0.5312 -0.0002 0.0037 0.0016
H -0.5903 -1.7955 -2.4908 -0.0061 0.0170 -0.0003
H -1.5854 -2.0463 -4.3972 -0.0037 -0.0036 -0.0080
H -3.0876 -2.9440 -6.3271 0.0037 0.0023 0.0017
H -5.3363 -3.9334 -5.4105 -0.0013 0.0006 0.0052
H -1.5004 -0.1314 5.0314 -0.0007 -0.0064 -0.0013
```
Positions in Å, forces in eV/Å.

The HOMO energy (spin up / spin down) is -0.49251 / -0.48745 Ha. For the HOMO-LUMO gap (spin up / spin down), the calculation gives 6.16 / 3.67 eV. The spin multiplicity is 2. For the energy above the lowest of the compared OMol25 structures with the same formula, charge and spin, the calculation gives 0.000 eV. Its net charge is +2.

Mulliken atomic charge list, values in e, 5 entries:
1 Tc 0.67
2 O -0.60
3 As 0.20
4 O -0.32
5 O -0.51

Formula: C26H17CoN5O4S
Source: the Open Molecules 2025 dataset
Level of theory: ωB97M-V/def2-TZVPD

The geometry in XYZ format:
```
54
Properties=species:S:1:pos:R:3:forces:R:3
Co -0.4573 -0.1040 -0.7186 -0.3871 0.5836 0.3583
C 2.9963 0.1893 2.2315 0.5031 0.3264 -0.2584
C 2.4337 0.0303 0.8626 -2.2077 -0.5499 -0.4101
O 1.2501 -0.3782 0.7969 1.6685 0.5890 -0.3911
C 3.1603 0.4169 -0.3893 -0.1541 0.2894 -0.5166
C 4.5134 0.2980 -0.5866 -0.2548 -0.5399 -0.3946
C 5.1880 0.6001 -1.8141 -1.2794 0.2094 0.1937
C 4.5355 1.2372 -2.8915 -0.4660 -0.2333 1.7271
C 3.1704 1.4271 -2.7017 0.6546 -0.0470 -1.1487
C 2.4027 0.9009 -1.5563 1.7120 0.4868 -0.3217
O 1.1891 0.9143 -1.6760 -1.4447 -0.1229 0.1525
H 2.3925 -0.3747 2.9156 -0.3468 -0.2159 0.2793
H 2.9571 1.2514 2.5180 0.1557 -0.2430 -0.1479
H 4.0155 -0.1667 2.2960 0.3829 0.1360 0.0363
H 5.0499 -0.2334 0.1706 0.6026 0.0779 0.4128
H 6.1893 0.2833 -1.9366 0.9605 -0.1066 0.1281
H 5.1550 1.5531 -3.7349 -0.7349 -0.0892 0.0424
H 2.5715 1.8539 -3.5104 0.0135 -0.0617 0.4055
S -4.0037 1.7300 5.7612 -0.1530 -0.1298 0.1433
N -3.2900 2.6721 4.6962 0.2621 0.4018 -0.5580
C -2.8097 1.8857 3.7282 0.2654 1.2110 0.1464
C -2.1272 2.3409 2.5266 0.1938 0.4991 -1.1666
C -2.0051 3.7151 2.1134 0.5456 -1.3765 0.8243
C -1.4016 3.9955 0.8940 -0.6667 0.2989 1.1515
C -0.9152 2.9397 0.1164 0.0967 -0.2114 -0.9837
N -1.0005 1.6687 0.4803 -0.7779 -0.4761 0.9158
C -1.6573 1.3450 1.6355 0.0024 0.7180 -0.3772
C -1.9779 -0.0872 1.8422 0.1739 0.1062 0.5770
N -1.6557 -0.9699 0.9010 1.1868 0.1521 -1.6424
C -1.9108 -2.2669 1.0040 -1.1713 1.3349 1.6766
C -2.5934 -2.7204 2.1467 -0.0735 -0.4556 -0.5728
C -2.9999 -1.8548 3.1444 1.2230 0.1715 -1.1096
C -2.6353 -0.5043 2.9900 -1.1573 0.4468 1.5154
C -3.0427 0.5388 3.9681 -0.3569 -1.7300 -0.4402
N -3.7520 0.3057 5.0754 0.4300 -0.2846 -0.2029
H -2.3102 4.5001 2.8285 -0.0076 -0.4717 -0.6954
H -1.3801 5.0573 0.6550 0.3601 -0.4309 -0.5997
H -0.5167 3.0537 -0.9093 -0.0593 0.3212 0.8026
H -1.6927 -2.8842 0.1633 0.3063 -0.4086 -0.3406
H -2.8618 -3.7628 2.1854 0.0101 -0.1966 0.1620
H -3.5061 -2.2607 3.9956 -0.3119 0.2821 0.4006
O -1.8297 0.5476 -4.3874 0.0929 -0.5876 1.0927
C -1.5657 0.0658 -3.2937 0.6890 -0.6573 -0.4894
O -1.7136 0.5567 -2.1148 -0.0823 0.1824 -0.1927
C -0.8698 -1.3688 -3.2382 -0.5218 0.7575 -0.4180
C -0.8643 -2.2453 -4.3249 0.8960 0.2024 1.3771
C -0.2092 -3.4604 -4.1358 -0.7763 -0.0294 -0.4700
C 0.3002 -3.7961 -2.8864 0.3857 -0.9167 -0.2248
C 0.3019 -2.8423 -1.8881 0.4301 -0.7929 -0.2795
N -0.2652 -1.6627 -2.0781 -0.2216 0.4797 0.2073
H -1.3033 -1.9138 -5.2383 -0.2174 0.0108 -0.4995
H -0.1713 -4.1579 -4.9709 0.0685 -0.0142 0.2860
H 0.6935 -4.8152 -2.7076 -0.0777 0.8815 -0.1096
H 0.8295 -3.0433 -0.9533 -0.3638 0.2230 -0.0531
```
Positions in Å, forces in eV/Å.

The HOMO energy (spin up / spin down) is -0.41676 / -0.42128 Ha. For the HOMO-LUMO gap (spin up / spin down), the calculation gives 7.99 / 5.82 eV. The spin multiplicity is 5. Its net charge is +1.

Mulliken atomic charge list, values in e, 5 entries:
1 Co 1.00
2 C -1.34
3 C 0.59
4 O -0.44
5 C 0.62

Formula: C26H17MnNO7P
Source: the Open Molecules 2025 dataset
Level of theory: ωB97M-V/def2-TZVPD

The geometry in XYZ format:
```
53
Properties=species:S:1:pos:R:3:forces:R:3
Mn 1.2813 -1.6721 -0.6127 0.4794 -0.2670 -0.0623
O 1.7330 -2.1609 5.2810 0.0668 0.0456 -0.0170
C 1.6707 -2.0107 3.9604 -0.0423 -0.0097 0.1194
C 2.5660 -1.1983 3.2456 0.0361 -0.0140 0.1124
C 2.3988 -1.1205 1.8900 -0.0225 0.0003 -0.0715
N 1.4287 -1.7992 1.2911 -0.0017 0.0048 0.0773
C 0.5702 -2.5822 1.9424 0.0211 -0.0294 -0.0895
C 0.6443 -2.7122 3.2999 0.0235 -0.0338 0.0720
C -0.3810 -3.2377 0.9632 -0.0212 0.1869 -0.3807
O -1.3067 -3.9130 1.2903 -0.0476 -0.0898 0.0563
O -0.0530 -2.9292 -0.3049 -0.0068 -0.1430 0.3270
C 3.1880 -0.3149 0.8799 -0.1246 -0.0014 -0.3556
O 4.0727 0.4248 1.1856 0.0523 0.0666 0.0263
O 2.7469 -0.5406 -0.3659 0.1049 -0.0323 0.2983
H 2.4768 -1.6747 5.6629 -0.0443 -0.0382 -0.0066
H 3.3681 -0.6470 3.7212 -0.0240 -0.0190 0.0225
H -0.0437 -3.3470 3.8410 0.0222 0.0191 0.0237
O 1.9717 -1.3623 -4.4699 0.0572 0.0814 -0.2023
C 1.3226 -1.0317 -3.5258 0.1312 -0.3550 0.4760
O 1.3589 -1.7351 -2.3821 -0.2720 0.1492 -0.3273
C 0.3706 0.1283 -3.5619 -0.0661 0.0444 0.0294
C 0.1775 0.7176 -4.8063 0.0116 -0.0039 -0.0573
C -0.7297 1.7501 -4.9708 -0.0178 0.0089 0.0164
C -1.4723 2.2052 -3.8893 0.0097 -0.0113 -0.0185
C -1.2893 1.6333 -2.6430 0.0255 0.0089 -0.0472
C -0.3592 0.6034 -2.4726 -0.0172 0.0760 0.0283
P -0.1983 0.0903 -0.7576 -0.3841 0.4249 -0.1444
C 0.5106 1.4273 0.1883 -0.0070 0.0019 0.0871
C 0.4792 1.3947 1.5879 0.0008 0.0209 -0.0183
C 1.0901 2.4035 2.3105 0.0255 0.0080 -0.0374
C 1.7500 3.4313 1.6454 -0.0021 -0.0033 0.0176
C 1.7993 3.4536 0.2599 -0.0041 -0.0170 -0.0133
C 1.1839 2.4520 -0.4748 0.0459 0.0240 0.0380
C -1.8371 -0.3258 -0.1809 -0.0370 -0.0871 0.0015
C -2.4973 0.4209 0.7978 -0.0246 -0.0238 -0.0076
C -3.8032 0.0978 1.1332 0.0054 -0.0039 -0.0066
C -4.4460 -0.9570 0.5008 0.0034 0.0035 0.0057
C -3.7960 -1.6882 -0.4867 -0.0053 0.0118 0.0235
C -2.4963 -1.3749 -0.8335 0.0038 0.0144 0.0201
H 0.7492 0.3336 -5.6402 -0.0087 0.0080 0.0065
H -0.8686 2.1926 -5.9479 0.0045 -0.0024 0.0029
H -2.1942 3.0010 -4.0134 0.0053 -0.0052 -0.0046
H -1.8696 1.9910 -1.8005 0.0062 0.0003 0.0012
H -0.0268 0.5917 2.1112 0.0098 -0.0173 -0.0063
H 1.0579 2.3887 3.3918 -0.0058 0.0001 -0.0054
H 2.2349 4.2146 2.2126 -0.0051 -0.0064 0.0002
H 2.3238 4.2478 -0.2535 -0.0018 -0.0069 0.0058
H 1.2350 2.4658 -1.5551 0.0026 0.0101 -0.0046
H -2.0180 1.2631 1.2758 0.0025 -0.0044 -0.0085
H -4.3196 0.6779 1.8860 0.0001 -0.0048 -0.0036
H -5.4625 -1.2083 0.7735 0.0087 0.0066 -0.0020
H -4.2995 -2.5071 -0.9817 0.0008 0.0088 0.0044
H -1.9931 -1.9510 -1.5984 0.0265 -0.0051 -0.0013
```
Positions in Å, forces in eV/Å.

The HOMO energy (spin up / spin down) is -0.46890 / -0.46794 Ha. For the HOMO-LUMO gap (spin up / spin down), the calculation gives 6.90 / 8.21 eV. The spin multiplicity is 4. For the energy above the lowest of the compared OMol25 structures with the same formula, charge and spin, the calculation gives 0.000 eV. Its net charge is +1.

Mulliken atomic charge list, values in e, 5 entries:
1 Mn 0.11
2 O -0.50
3 C 0.94
4 C -0.47
5 C 0.17

Formula: C26H18BrClN3O4PtS2Te
Source: the Open Molecules 2025 dataset
Level of theory: ωB97M-V/def2-TZVPD

The geometry in XYZ format:
```
57
Properties=species:S:1:pos:R:3:forces:R:3
Pt -0.0548 0.4158 -0.6712 0.1111 0.0908 -0.1673
Cl 2.8950 -5.1152 -4.8176 -0.0063 0.0040 0.0026
C 1.9162 -4.2826 -3.6341 -0.0168 -0.0016 -0.0028
C 0.5378 -4.5224 -3.5858 -0.0162 0.0097 0.0151
C -0.2425 -3.8777 -2.6622 -0.0049 0.0054 -0.0153
C 0.3006 -2.9535 -1.7236 -0.1200 0.0153 0.1154
O -0.4876 -2.3591 -0.8942 0.0914 -0.0107 -0.0318
C 1.7061 -2.7335 -1.7963 0.0628 0.0494 -0.0262
C 2.4177 -1.8126 -0.9394 -0.0475 -0.0944 0.0303
O 1.9859 -1.2146 0.0396 -0.0050 0.1309 -0.0820
C 2.4824 -3.3948 -2.7640 0.0174 0.0148 0.0022
H 0.0943 -5.2147 -4.2906 0.0051 0.0087 0.0113
H -1.3117 -4.0479 -2.6253 0.0183 -0.0060 -0.0039
H 3.4778 -1.6627 -1.2216 0.0142 -0.0373 0.0227
H 3.5459 -3.1884 -2.8139 -0.0201 -0.0088 0.0008
S 1.3057 2.2142 -0.1932 0.0914 -0.0226 0.1203
C 0.0806 3.3007 -0.8005 0.0010 0.0424 0.0537
S -1.3813 2.4737 -1.1293 -0.2074 -0.0078 -0.0536
C 0.3110 4.6379 -0.9871 0.0174 0.0537 0.0746
C -0.7120 5.5014 -1.4832 -0.0553 0.0109 -0.0083
N -1.5367 6.2047 -1.8730 0.0595 -0.0382 0.0215
C 1.5704 5.2274 -0.6606 0.0275 0.0070 0.0043
N 2.5798 5.7122 -0.3907 -0.0502 -0.0222 -0.0160
Br -4.8807 -1.2377 -0.8196 -0.0039 -0.0072 0.0088
C -3.9323 -0.3880 -2.2254 0.0320 -0.0094 -0.0114
C -4.5939 0.4829 -3.0725 0.0044 0.0353 -0.0311
N -3.9756 1.0973 -4.0785 0.0062 -0.0280 0.0264
C -2.6766 0.8668 -4.2422 -0.0069 0.0081 0.0049
C -1.9308 0.0315 -3.4164 -0.0238 -0.0191 -0.0333
C -2.5822 -0.6354 -2.3907 -0.0297 -0.0226 -0.0039
C -0.4530 -0.1126 -3.6795 0.1189 0.1329 0.1357
O -0.0610 -0.3017 -4.8118 -0.0169 0.0146 -0.0113
O 0.3616 0.0188 -2.6607 -0.0619 -0.3598 -0.1513
H -5.6507 0.6856 -2.9405 0.0168 -0.0019 -0.0046
H -2.1842 1.3738 -5.0637 -0.0229 -0.0001 0.0072
H -2.0519 -1.3431 -1.7602 -0.0121 0.0284 -0.0189
C 2.0453 1.7961 6.1705 0.0103 0.0087 0.0120
C 1.3243 1.1217 5.0349 0.0035 -0.0090 -0.0007
C 1.6642 -0.1615 4.6312 -0.0005 -0.0007 -0.0034
C 1.0041 -0.8009 3.5860 0.0004 0.0230 0.0031
C 1.4191 -2.1917 3.1869 -0.0037 -0.0032 0.0093
C -0.0248 -0.1169 2.9298 0.0241 -0.0343 0.0292
Te -0.9918 -1.0750 1.3045 0.0272 0.0833 0.0333
C -0.4025 1.1727 3.3264 0.0085 -0.0268 0.0118
C -1.5130 1.9244 2.6487 -0.0130 -0.0032 0.0217
C 0.2850 1.7678 4.3768 -0.0161 0.0062 -0.0104
H 2.9603 1.2633 6.4295 -0.0150 0.0001 -0.0070
H 1.4168 1.8361 7.0634 0.0019 -0.0046 -0.0126
H 2.3113 2.8222 5.9126 -0.0075 -0.0123 -0.0071
H 2.4717 -0.6826 5.1361 -0.0172 0.0108 -0.0100
H 2.2078 -2.5596 3.8431 -0.0080 0.0066 -0.0074
H 1.7891 -2.2090 2.1608 0.0004 0.0091 -0.0087
H 0.5801 -2.8906 3.2491 0.0016 0.0156 0.0009
H -1.2136 2.2689 1.6573 0.0150 -0.0089 -0.0280
H -1.8025 2.7963 3.2351 0.0059 -0.0068 -0.0127
H -2.4020 1.3022 2.5135 0.0098 -0.0022 0.0077
H 0.0016 2.7699 4.6835 0.0044 -0.0162 -0.0057
```
Positions in Å, forces in eV/Å.

The HOMO energy (spin up / spin down) is -0.19755 / -0.20653 Ha. For the HOMO-LUMO gap (spin up / spin down), the calculation gives 7.33 / 5.24 eV. The spin multiplicity is 5. For the energy above the lowest of the compared OMol25 structures with the same formula, charge and spin, the calculation gives 0.128 eV. Its net charge is -1.

Mulliken atomic charge list, values in e, 5 entries:
1 Pt 1.61
2 Cl -0.27
3 C 0.17
4 C -0.61
5 C -0.24